{"formula": "C4H6O", "method": "the ωB97M-V functional and the def2-TZVPD basis", "elements": ["C", "C", "C", "C", "O", "H", "H", "H", "H", "H", "H"], "positions_angstrom": [[-2.379, -0.208, 0.054], [-1.054, 0.421, 0.038], [0.063, -0.235, -0.126], [1.422, 0.360, -0.042], [2.448, -0.318, 0.107], [-2.971, -0.570, 1.104], [-3.174, 0.544, -0.421], [-2.191, -1.142, -0.734], [-0.945, 1.530, 0.084], [0.030, -1.282, -0.244], [1.355, 1.445, -0.185]], "forces_ev_per_angstrom": [[-3.38, -1.56, -1.28], [-0.07, 2.48, 0.73], [1.81, -0.47, 0.23], [0.59, -1.85, -0.23], [-2.10, 1.87, -0.29], [2.29, 0.92, -2.79], [1.66, -1.78, 0.82], [-1.29, 2.06, 2.32], [-0.41, -0.76, 0.29], [0.10, -1.30, -0.04], [0.82, 0.38, 0.25]], "lowdin_charge": [-0.141, -0.227, -0.108, -0.239, 0.021, 0.139, 0.096, 0.128, 0.121, 0.099, 0.112], "max_force_ev_per_a": 3.94, "total_energy_ev": -6290.6390, "e_lumo_ev": 0.28}